No. 1
The following is a DFT calculation (ωB97M-V with the def2-TZVPD basis set) of a cluster of 4 separate species, C10H14ClF3N6O7 in total at a distorted geometry.

```
41
Properties=species:S:1:pos:R:3:forces:R:3
O 0.140 3.451 -2.672 0.025 1.841 0.161
C 0.287 2.302 -2.676 0.210 -1.385 0.250
Cl -0.346 1.371 -4.103 0.402 -0.220 0.673
C 0.963 1.470 -1.559 -0.586 -0.672 -0.583
C -0.067 0.512 -0.944 0.536 -1.000 0.253
C 0.179 -0.616 -0.264 -0.735 0.206 -0.086
C 1.537 -1.197 0.090 0.107 0.111 0.292
F 2.342 -0.228 0.652 -0.474 -0.544 -0.789
F 2.167 -1.695 -1.001 -0.401 0.478 0.872
F 1.449 -2.162 1.014 0.019 0.165 -0.476
C -1.170 -1.268 0.111 1.322 1.760 -1.532
O -1.338 -2.232 0.728 -0.634 -2.058 1.323
O -2.198 -0.523 -0.458 1.666 0.320 0.311
C -1.591 0.623 -0.963 1.012 -1.063 0.233
O -2.229 1.532 -1.308 -0.911 1.811 -0.882
H 1.800 0.909 -2.049 -0.711 0.067 0.298
H 1.428 2.090 -0.769 -0.583 0.078 -0.545
C 4.767 0.012 -2.853 -0.018 -0.005 -0.080
O 3.723 0.163 -3.470 -0.095 0.058 0.098
N 5.955 -0.230 -3.469 0.117 -0.041 -0.298
N 4.819 0.075 -1.495 -0.114 0.096 0.273
H 6.821 -0.357 -2.980 -0.051 0.006 0.014
H 5.949 -0.282 -4.472 0.000 0.004 0.074
H 3.950 0.246 -1.023 0.149 -0.057 0.104
H 5.657 -0.043 -0.957 -0.025 0.001 -0.028
C -0.506 -3.847 4.630 -0.083 -0.017 -0.042
O -1.515 -4.508 4.792 0.027 -0.006 0.031
N -0.241 -3.180 3.471 -0.151 0.042 -0.239
N 0.448 -3.717 5.599 0.155 -0.063 0.334
H 0.584 -2.632 3.320 -0.014 -0.047 0.023
H -0.921 -3.252 2.734 0.112 0.035 0.024
H 0.287 -4.194 6.468 0.003 0.036 -0.070
H 1.286 -3.178 5.488 -0.043 -0.012 -0.026
C -5.161 3.293 0.313 0.053 -0.070 -0.058
O -4.249 3.812 0.934 -0.016 0.010 0.044
N -4.959 2.295 -0.590 0.214 -0.190 -0.051
N -6.464 3.672 0.471 -0.263 0.236 0.175
H -5.695 1.856 -1.109 -0.018 0.058 0.052
H -4.008 1.989 -0.733 -0.277 0.093 -0.074
H -6.650 4.407 1.130 0.020 -0.056 -0.052
H -7.229 3.260 -0.028 0.056 -0.009 0.000
```
Positions in Å, forces in eV/Å.

As for the structure (SMILES): O=C(Cl)CC1=C(C(F)(F)F)C(=O)OC1=O.NC(N)=O.NC(N)=O.NC(N)=O. The calculation puts the LUMO energy at -1.71 eV. The charge is 0. As for the orbital gap: 7.95 eV.

natural (NBO) population analysis, charges in e, atoms 1 to 4: number 1, O, carries -0.452; number 2, C, carries 0.596; number 3, Cl, carries -0.099; number 4, C, carries -0.582

No. 2
The following is a DFT calculation (ωB97M-V with the def2-TZVPD basis set) of an isolated molecule of C10H14N2O at a distorted geometry.

```
27
Properties=species:S:1:pos:R:3:forces:R:3
C -3.308 -0.158 -0.385 0.313 -0.242 -0.094
C -2.159 -0.893 -0.368 -0.445 -0.212 -0.304
C -2.125 0.658 1.179 -0.096 0.030 0.074
C 2.103 0.150 0.408 0.346 -0.287 -0.162
C 2.106 -1.384 0.273 0.130 0.180 0.222
C 0.647 -1.842 0.424 -0.134 -0.189 0.081
C -0.116 -0.697 1.016 1.674 1.142 -1.204
C 1.153 0.878 -0.401 -1.167 -0.712 1.105
C 0.774 2.252 0.033 0.185 -0.131 0.074
C 0.674 0.442 -1.741 0.126 -0.091 0.149
N -3.265 0.805 0.578 -0.195 0.383 0.296
N -1.387 -0.381 0.655 -0.827 0.113 0.041
O 2.782 0.682 1.274 0.141 0.010 0.174
H -4.159 -0.258 -1.027 -0.123 -0.106 -0.173
H -1.871 -1.742 -0.951 0.141 -0.127 -0.063
H -1.775 1.253 1.997 0.214 0.078 0.208
H 2.545 -1.714 -0.669 -0.020 -0.027 -0.018
H 2.728 -1.764 1.083 0.000 0.056 -0.090
H 0.227 -2.110 -0.544 -0.044 0.000 0.024
H 0.577 -2.724 1.071 -0.057 -0.055 -0.123
H 0.194 -0.320 1.979 -0.017 0.077 0.109
H -0.314 2.355 0.075 -0.083 0.014 -0.071
H 1.144 2.995 -0.675 -0.016 0.108 -0.060
H 1.199 2.463 1.011 -0.009 0.068 0.014
H 0.865 1.237 -2.464 0.028 0.011 -0.099
H -0.409 0.278 -1.743 -0.069 0.014 -0.017
H 1.167 -0.462 -2.087 0.004 -0.108 -0.096
```
Positions in Å, forces in eV/Å.

The calculation puts the LUMO energy (alpha / beta) at -0.37 / -0.20 eV. The value obtained for the energy above the lowest of the compared OMol25 structures with the same formula, charge and spin is 65.5 kcal/mol. The charge is 0. As for the orbital gap (alpha / beta): 7.19 / 7.62 eV.

natural (NBO) population analysis, charges in e, atoms 1 to 4: number 1, C, carries -0.083; number 2, C, carries -0.121; number 3, C, carries 0.169; number 4, C, carries 0.480

Number 1: molecular weight 422.70 Da. Number 2: molecular weight 178.24 Da.